(1)
Formula: C4H14NO2
Source: OMol25
Level of theory: ωB97M-V with the def2-TZVPD basis set

Computed properties:
- E_LUMO: -3.06 eV
- HOMO: -15.01 eV
- Maximum force: 0.1201 hartree/bohr
- Net charge: +1
- Gap between HOMO and LUMO: 11.95 eV
- DFT total energy: -9951.51440 eV
- Energy above the lowest of the compared OMol25 structures with the same formula, charge and spin: 74.87 kcal/mol
- Multiplicity: 1

Each line ends with the natural charge from an NBO analysis.
Atoms and positions in Å:
C -0.219904 1.060069 0.508044  -0.21
N -0.583219 0.457884 -0.994732  -0.56
C 0.862799 0.271652 -1.416750  -0.27
C 1.788537 -0.071490 -0.310821  -0.43
C 1.065227 0.545549 1.053357  -0.40
H -0.181076 2.126796 0.251921  0.22
H -1.154707 1.054632 1.035384  0.27
H -1.050918 1.068226 -1.806556  0.45
H -1.227991 -0.312776 -0.958105  0.46
H 1.255942 1.215034 -1.935350  0.24
H 0.937042 -0.476246 -2.266231  0.24
H 2.068707 -1.202870 -0.304176  0.25
H 2.720065 0.632973 -0.253775  0.26
H 1.676238 1.237422 1.486471  0.24
H 0.860168 -0.266333 1.957294  0.20
H -1.104791 -2.594792 -2.016717  0.49
H -2.475470 -2.280209 -1.607913  0.49
O -1.645612 -1.900168 -1.745825  -0.96
H -1.562545 -0.454906 3.676313  0.49
H -0.518036 -0.090555 2.900368  0.45
O -1.510462 -0.019891 2.747801  -0.94

Cartesian forces (eV/Å) of the 6 atoms listed first:
C -2.416 2.694 -2.197
N 1.771 3.014 -0.087
C 0.627 -0.255 -4.009
C 1.579 0.258 3.207
C -1.851 -5.872 -0.498
H 0.584 -0.111 0.036


(2)
Formula: C19H37O9Rb
Source: OMol25
Level of theory: ωB97M-V with the def2-TZVPD basis set

Computed properties:
- E_LUMO: -2.17 eV
- HOMO: -6.53 eV
- Maximum force: 0.0726 hartree/bohr
- Net charge: 0
- Gap between HOMO and LUMO: 4.36 eV
- DFT total energy: -39383.40164 eV
- Energy above the lowest of the compared OMol25 structures with the same formula, charge and spin: 83.24 kcal/mol
- Multiplicity: 1

Each line ends with the natural charge from an NBO analysis.
Atoms and positions in Å:
Rb 6.455425 4.323710 -1.301054  1.00
O 0.834205 0.590780 -0.614834  -0.75
C 0.814805 1.956780 -0.699014  0.92
O -0.218295 2.549410 -0.263814  -0.83
O 1.763995 2.584850 -1.194324  -0.83
H 0.010925 0.536390 -0.124074  0.48
C -5.739435 2.017560 1.718806  -0.72
C -6.583705 2.947730 0.888276  0.60
O -7.766535 2.707110 0.655316  -0.55
C -5.853935 4.213330 0.436416  -0.73
H -5.090335 1.599080 0.949626  0.24
H -6.355475 1.261210 2.205146  0.23
H -5.207195 2.534140 2.517546  0.23
H -6.627255 4.755200 -0.108064  0.23
H -4.982435 3.982230 -0.176094  0.24
H -5.520895 4.829720 1.271436  0.23
C 5.448175 -0.396380 -3.957844  -0.73
C 5.268335 0.676440 -4.996534  0.61
O 6.150005 1.481820 -5.188404  -0.58
C 3.951955 0.728470 -5.786294  -0.72
H 6.399885 -0.213070 -3.459104  0.22
H 5.464355 -1.408400 -4.362384  0.24
H 4.588475 -0.358120 -3.288844  0.25
H 4.168245 1.162770 -6.762364  0.23
H 3.227515 1.351840 -5.262194  0.26
H 3.638465 -0.300320 -5.963524  0.22
C -4.065525 -0.080470 -3.751014  -0.72
C -3.699485 0.418140 -5.167504  0.60
O -4.584945 0.921500 -5.844864  -0.55
C -2.253545 0.408100 -5.582224  -0.73
H -3.729785 0.676550 -3.042294  0.24
H -3.517565 -0.981190 -3.474334  0.22
H -5.149565 -0.192180 -3.729244  0.23
H -2.028375 -0.565870 -6.016714  0.23
H -1.479305 0.568870 -4.832024  0.24
H -2.188795 1.178120 -6.350974  0.24
C 3.524475 -5.157170 -1.789904  -0.72
C 2.586375 -5.341570 -2.986074  0.59
O 2.965685 -6.005950 -3.934744  -0.54
C 1.442505 -4.394170 -3.074484  -0.72
H 4.453055 -5.711620 -1.925674  0.23
H 3.028065 -5.471530 -0.871834  0.23
H 3.729305 -4.099980 -1.621054  0.22
H 1.694085 -3.405310 -2.691104  0.23
H 0.639895 -4.788800 -2.451444  0.24
H 1.055655 -4.292040 -4.088394  0.24
C -0.933915 4.907980 8.020096  -0.72
C -1.120335 4.515630 6.546936  0.59
O -0.954445 5.286530 5.651576  -0.53
C -1.159365 3.052590 6.218196  -0.73
H -0.564515 5.930920 8.092456  0.24
H -0.329875 4.195480 8.581876  0.22
H -1.902355 4.846640 8.516566  0.23
H -1.078645 2.872040 5.146276  0.24
H -2.085915 2.569130 6.527806  0.23
H -0.289725 2.544870 6.635376  0.22
C 1.632985 -2.891590 4.149316  -0.72
C 1.672955 -4.377950 4.183656  0.58
O 0.967155 -5.061660 3.432546  -0.54
C 2.488265 -4.982570 5.268376  -0.73
H 2.622175 -2.545770 3.849246  0.23
H 1.444255 -2.547960 5.166366  0.23
H 0.920315 -2.575340 3.387626  0.25
H 2.212555 -4.669560 6.275406  0.23
H 3.560575 -4.824230 5.153566  0.23
H 2.236345 -6.042860 5.288836  0.24

Cartesian forces (eV/Å) of the 6 atoms listed first:
Rb -0.394 -0.181 -0.093
O 0.167 -0.187 0.104
C -0.795 3.647 -0.102
O 0.049 -1.594 0.193
O 1.465 -1.033 -0.492
H -0.484 -0.790 0.207


(3)
Formula: C4H28BO22
Source: OMol25
Level of theory: ωB97M-V with the def2-TZVPD basis set

Computed properties:
- E_LUMO: 1.25 eV
- HOMO: -8.10 eV
- Maximum force: 0.2589 hartree/bohr
- Net charge: -1
- Gap between HOMO and LUMO: 9.35 eV
- DFT total energy: -50328.26762 eV
- Energy above the lowest of the compared OMol25 structures with the same formula, charge and spin: 136.18 kcal/mol
- Multiplicity: 1

Each line ends with the natural charge from an NBO analysis.
Atoms and positions in Å:
O 29.112000 48.818000 13.201000  -0.66
C 28.800000 47.563000 13.103000  0.73
O 28.319000 46.896000 13.951000  -0.61
B 28.232000 45.561000 13.499000  1.17
O 28.662000 45.601000 12.037000  -0.56
C 28.873000 46.762000 11.890000  0.65
O 29.181000 47.167000 10.805000  -0.60
O 26.856000 45.073000 13.674000  -0.65
C 26.888000 43.986000 14.455000  0.68
O 25.928000 43.309000 14.765000  -0.55
C 28.210000 43.855000 14.916000  0.70
O 28.977000 44.637000 14.399000  -0.57
O 28.577000 43.110000 15.865000  -0.69
O 30.269000 49.635000 9.647000  -0.98
H 30.281000 48.707000 10.052000  0.51
H 31.025000 50.287000 10.045000  0.47
O 28.168000 40.238000 17.098000  -0.96
H 28.343000 40.916000 16.464000  0.47
H 27.990000 40.777000 17.918000  0.48
O 31.224000 43.644000 12.628000  -0.94
H 31.069000 44.488000 12.961000  0.46
H 31.322000 43.128000 13.362000  0.47
O 28.320000 51.330000 13.366000  -0.95
H 28.672000 50.468000 13.545000  0.50
H 27.757000 51.489000 14.172000  0.44
O 25.715000 40.077000 14.808000  -0.94
H 26.483000 39.320000 14.884000  0.46
H 25.838000 40.444000 15.623000  0.48
O 24.842000 46.922000 11.631000  -0.94
H 25.468000 46.155000 11.785000  0.47
H 25.156000 47.595000 12.071000  0.47
O 31.689000 46.802000 13.899000  -0.96
H 32.161000 47.671000 14.140000  0.47
H 31.191000 46.746000 14.727000  0.48
O 31.218000 41.880000 14.746000  -0.96
H 30.322000 42.250000 15.061000  0.49
H 30.990000 40.931000 15.004000  0.47
O 30.467000 46.904000 16.454000  -0.96
H 30.279000 46.662000 17.390000  0.50
H 29.931000 47.584000 16.168000  0.48
O 29.782000 42.530000 18.449000  -0.93
H 30.311000 41.867000 17.958000  0.46
H 29.319000 42.725000 17.728000  0.46
O 23.265000 42.650000 14.956000  -0.94
H 24.086000 42.728000 14.633000  0.48
H 22.829000 41.852000 14.617000  0.48
O 24.997000 42.080000 16.963000  -0.96
H 24.549000 42.382000 16.210000  0.48
H 25.697000 42.687000 17.144000  0.46
O 25.815000 49.112000 13.161000  -0.95
H 26.269000 48.916000 13.963000  0.47
H 25.712000 50.092000 13.163000  0.49
O 30.587000 45.353000 8.777000  -0.95
H 30.488000 46.070000 9.344000  0.48
H 29.804000 44.690000 8.969000  0.47

Cartesian forces (eV/Å) of the 6 atoms listed first:
O -0.957 -5.376 -0.267
C 4.140 11.815 -4.527
O -3.040 -3.815 7.502
B -1.235 -2.738 -0.511
O -2.718 -8.687 5.091
C 3.259 6.867 -5.340


(4)
Formula: C23H42NO3P2Pd
Source: OMol25
Level of theory: ωB97M-V with the def2-TZVPD basis set

Computed properties:
- E_LUMO (alpha / beta): -3.09 / -7.07 eV
- HOMO (alpha / beta): -6.93 / -11.17 eV
- Maximum force: 0.0770 hartree/bohr
- Net charge: +1
- Gap between HOMO and LUMO (alpha / beta): 3.84 / 4.10 eV
- DFT total energy: -54211.55781 eV
- Energy above the lowest of the compared OMol25 structures with the same formula, charge and spin: 0.00 kcal/mol
- Multiplicity: 5

Each line ends with the Löwdin charge.
Atoms and positions in Å:
C -0.791431 0.899792 -4.244780  -0.04
C -0.806574 0.375173 -2.947828  -0.35
N -0.045072 0.928629 -1.994771  -0.02
C 0.775456 1.951509 -2.249535  -0.37
C 0.851197 2.495029 -3.534380  -0.04
C 0.048864 1.970105 -4.545496  -0.11
C -1.677769 -0.807986 -2.587664  -0.26
P -1.988913 -0.813391 -0.780717  0.78
Pd -0.031529 -0.016576 0.090867  0.44
P 1.890797 1.240315 0.169696  0.77
C 1.615919 2.520142 -1.112762  -0.27
O -0.532019 -3.413141 -2.945663  -0.09
O 0.507615 -3.707489 -0.436158  -0.10
H -1.471374 0.471347 -4.977543  0.12
H 1.558514 3.304499 -3.705652  0.12
H 0.080168 2.389621 -5.548318  0.10
C -3.456707 0.218676 -0.501340  -0.24
C -2.550181 -2.479626 -0.366846  -0.22
H 2.587793 2.873485 -1.486081  0.10
H 1.104827 3.365254 -0.621691  0.10
H -1.203583 -1.791447 -2.868592  0.06
H -2.656508 -0.724946 -3.083963  0.11
C 2.221315 2.144655 1.705051  -0.23
C 3.500663 0.507384 -0.305808  -0.23
H 0.764371 -2.749001 -0.357839  -0.01
H 0.330564 -3.998135 0.477358  0.08
H -0.140616 -3.708363 -2.086680  0.01
H 0.162911 -3.532448 -3.627369  0.08
H -0.808333 1.293647 0.786411  0.12
H 0.978490 -1.202988 -0.548054  0.11
H -4.308122 -0.192450 -1.064874  0.06
H -3.680389 0.207290 0.576724  0.03
H -3.256830 1.250254 -0.820165  0.06
H -3.429942 -2.726594 -0.979149  0.07
H -1.739722 -3.198413 -0.545319  0.02
H -2.816320 -2.486767 0.698703  0.05
H 4.265410 1.300429 -0.348738  0.06
H 3.807590 -0.257434 0.422743  0.03
H 3.392446 0.033490 -1.292424  0.06
H 3.111299 2.781226 1.580981  0.07
H 1.345514 2.762708 1.946282  0.05
H 2.383839 1.425722 2.520201  0.01
C 2.706963 -1.738955 2.335862  -0.08
C 2.619516 -1.273745 3.791396  -0.35
C 3.766513 -0.313870 4.141137  -0.06
C 1.297466 -0.752035 4.309784  -0.08
C 1.198208 -0.428586 5.658839  -0.02
C -0.007561 -0.051769 6.248455  -0.01
C -1.160048 0.055459 5.465294  -0.02
C -1.139071 -0.219333 4.113131  -0.10
C -2.438483 -0.165761 3.317281  -0.40
C -3.343318 -1.331336 3.721193  -0.05
C -3.203869 1.143790 3.540486  -0.06
C 0.073262 -0.761784 3.517331  -0.26
O 0.038310 -1.255976 2.335742  -0.08
H 2.365885 -0.968191 1.631095  0.00
H 2.112927 -2.642232 2.176624  0.08
H 3.752845 -1.974593 2.105980  0.09
H 2.792699 -2.191248 4.374088  0.15
H 3.541154 0.728527 3.876761  0.07
H 3.962993 -0.359206 5.218399  0.08
H 4.683380 -0.599502 3.610965  0.09
H 2.076995 -0.488950 6.304663  0.12
H -0.076787 0.155231 7.320058  0.12
H -2.104912 0.339215 5.935300  0.12
H -2.166543 -0.250114 2.257500  0.07
H -3.518564 -1.283877 4.803170  0.09
H -4.313780 -1.285824 3.215208  0.09
H -2.865838 -2.287845 3.488863  0.08
H -2.615238 2.011849 3.223158  0.08
H -4.143516 1.143777 2.974045  0.08
H -3.452412 1.258895 4.603074  0.08

Cartesian forces (eV/Å) of the 6 atoms listed first:
C -0.620 -1.092 1.633
C -1.716 -0.734 -3.490
N -0.004 -1.087 3.668
C 2.182 2.728 -1.820
C 0.675 -0.389 2.319
C -0.171 0.469 -1.534


(5)
Formula: C38H30N12O2Tc
Source: OMol25
Level of theory: ωB97M-V with the def2-TZVPD basis set

Computed properties:
- E_LUMO (alpha / beta): -6.33 / -6.93 eV
- HOMO (alpha / beta): -11.40 / -13.10 eV
- Maximum force: 0.0684 hartree/bohr
- Net charge: +2
- Gap between HOMO and LUMO (alpha / beta): 5.07 / 6.16 eV
- DFT total energy: -64057.53272 eV
- Energy above the lowest of the compared OMol25 structures with the same formula, charge and spin: 0.00 kcal/mol
- Multiplicity: 4

Each line ends with the Löwdin charge.
Atoms and positions in Å:
Tc 0.441245 0.754987 0.494850  1.52
C 0.960549 -1.643893 6.692324  -0.01
C -0.284012 -1.008072 6.815650  -0.05
C -0.944516 -0.333769 5.773216  0.01
C -0.289815 -0.470466 4.590559  -0.11
C -0.665513 0.166776 3.252691  -0.25
N 0.312296 -0.178750 2.370455  0.02
C 1.307575 -0.845897 3.037391  -0.27
N 2.447005 -1.106383 2.558676  0.23
C 2.943109 -0.550011 1.452635  -0.20
C 4.055746 -1.222275 0.738602  -0.09
C 4.715339 -2.435666 0.939449  0.02
C 5.789001 -2.681144 0.084004  -0.05
C 6.092145 -1.838294 -0.998829  -0.02
C 5.409917 -0.581819 -1.170268  0.04
C 4.342834 -0.323509 -0.302736  -0.10
C 3.321859 0.737442 -0.268439  -0.23
N 3.277702 1.689166 -1.144134  0.23
C 2.257224 2.491273 -1.292819  -0.20
N 0.983588 2.276452 -0.751728  0.01
C 0.249464 3.406044 -0.989821  -0.24
N -1.043587 3.545282 -0.745527  0.23
C -1.608063 2.969481 0.253423  -0.31
N -0.956851 2.177920 1.231712  0.00
C -1.911025 1.763819 2.138024  -0.21
N -1.720981 0.877189 3.139743  0.21
C -3.197521 2.431367 1.844360  -0.06
C -4.510024 2.397962 2.369242  0.01
C -5.490202 3.089681 1.708996  -0.05
C -5.219399 3.871052 0.557389  -0.02
C -3.938410 3.969050 0.063745  0.03
C -2.962174 3.133494 0.632603  -0.12
C 1.030648 4.305436 -1.772610  -0.14
C 0.760211 5.565463 -2.271349  0.00
C 1.634418 6.114835 -3.162826  -0.02
C 2.921147 5.499524 -3.410163  -0.01
C 3.176366 4.282894 -2.814875  -0.01
C 2.190901 3.701441 -2.084142  -0.14
N 2.430279 0.535751 0.801480  -0.01
C 0.867320 -1.166965 4.370569  -0.13
C 1.565462 -1.775681 5.384674  0.05
H 1.299987 -2.056482 7.607834  0.10
H -0.783106 -1.056415 7.807115  0.13
H -1.878655 0.213289 6.010273  0.14
H 4.409625 -3.021646 1.814806  0.13
H 6.347194 -3.590235 0.111848  0.11
H 6.878559 -2.156482 -1.642334  0.10
H 5.703804 0.171550 -1.918786  0.13
H -4.775147 1.901887 3.297382  0.12
H -6.515811 3.079634 1.978338  0.11
H -6.169709 4.283186 0.270408  0.11
H -3.682680 4.625943 -0.715322  0.11
H -0.185910 6.024076 -1.899235  0.14
H 1.500634 7.107809 -3.452170  0.09
H 3.669585 6.019210 -4.035933  0.13
H 4.139834 3.781731 -2.974593  0.13
H 2.420870 -2.403133 5.313378  0.11
N -1.476498 0.207389 -0.663557  0.03
C -1.392700 -1.192892 -1.249057  -0.25
C -2.235342 -2.095080 -0.403164  -0.15
C -2.248092 -3.586100 -0.653860  -0.15
C -2.714140 -4.194020 -2.013483  -0.13
N -1.719985 -3.899845 -3.044771  0.09
C -1.646478 -4.355901 -4.266444  -0.45
N -0.505847 -4.071254 -4.865181  0.21
N -2.591557 -5.068142 -4.915936  0.20
C 0.102548 -1.571474 -1.299103  -0.50
O 0.430910 -2.625939 -1.903452  0.02
O 0.927983 -0.762745 -0.728445  -0.13
H -2.382557 0.367413 -0.252758  0.10
H -1.487659 0.825846 -1.447818  0.09
H -1.791667 -1.208414 -2.299403  0.17
H -3.236168 -1.710241 -0.438902  0.12
H -1.838045 -1.965687 0.623632  0.14
H -2.786043 -4.075343 0.163005  0.13
H -1.245090 -3.987088 -0.620493  0.11
H -3.722027 -3.909865 -2.287653  0.12
H -2.790954 -5.314297 -1.909149  0.14
H -0.927504 -3.344501 -2.738641  0.08
H 0.122435 -3.427276 -4.445151  0.11
H -0.357728 -4.287283 -5.864295  0.15
H -3.255474 -5.595935 -4.399142  0.10
H -2.352663 -5.666475 -5.766024  0.17

Cartesian forces (eV/Å) of the 6 atoms listed first:
Tc -0.977 0.230 0.073
C -1.194 0.407 -2.243
C -0.254 0.030 1.108
C 0.083 -0.601 1.547
C -1.952 1.635 -2.042
C 2.124 -1.952 2.008